C7H10N3 | the ωB97M-V functional and the def2-TZVPD basis

Results
LUMO level (spin up / spin down) in eV: -6.8 / -5.2
Net charge: +1
E in eV: -11877.75483
Max |F| in hartree/bohr: 0.107

Geometry (Å):
C1 1.6709 -1.1903 -0.8758
C2 -2.3328 1.0962 -0.3150
H1 0.7889 0.0244 -2.3895
C3 1.7919 -0.4706 0.2339
N1 -1.9980 1.6705 0.8181
C4 -1.6151 -0.1071 -0.7404
H2 -0.6316 2.3609 2.2224
H3 2.3392 -1.9369 -1.1986
C5 -0.8531 -0.9626 -1.2165
C6 0.6132 -0.9259 -1.9198
N2 0.0311 0.3932 1.5569
H4 -1.1675 -2.0661 -1.1337
H5 -3.1848 1.5624 -0.8553
H6 0.5974 -1.7740 -2.6455
C7 -0.9979 1.4083 1.7332
H7 0.5484 -0.0190 2.3573
H8 0.8520 1.3618 -0.0570
H9 -1.5523 1.0257 2.6724
N3 1.0962 0.6605 0.6747
H10 2.3902 -0.7132 1.0726

Force components x, y, z for each atom (eV/Å):
C -1.4 1.7 -0.9
C 1.9 -1.3 1.1
H -0.2 0.4 -0.5
C 0.8 -0.5 0.9
N -1.0 0.5 -1.8
C -2.8 4.7 0.8
H 0.2 -0.7 -1.1
H 0.9 -1.0 0.6
C 2.6 -4.4 -1.7
C -1.4 -0.8 0.8
N 2.5 0.6 -0.4
H 0.4 1.5 0.1
H 0.8 -0.8 0.2
H 0.1 1.0 0.4
C -0.6 -0.6 3.6
H -1.5 0.2 0.0
H 0.0 -0.7 0.7
H 0.5 0.2 -1.2
N -3.0 1.0 -2.0
H 1.3 -1.1 0.2



C7H10N3 | the ωB97M-V functional and the def2-TZVPD basis

Results
LUMO level in eV: -4.2
Net charge: +1
E in eV: -11880.32688
Max |F| in hartree/bohr: 0.135

Geometry (Å):
H1 -3.7873 0.4910 -0.5882
C1 2.0756 1.0638 -0.1271
C2 1.1284 1.9603 0.2412
C3 0.4318 -0.5804 0.0033
H2 3.6772 -1.0172 -0.0318
H3 2.4931 -2.2134 -0.5000
C4 -1.3821 1.2830 0.1214
C5 -1.8127 -0.0317 -0.0273
C6 2.7242 -1.4514 0.1914
N1 -0.7862 -0.9328 -0.1474
H4 -3.4214 -1.0554 -1.0261
H5 -0.9529 -1.8251 -0.4999
H6 -2.0304 2.0358 -0.1230
H7 1.3576 2.9631 0.6990
H8 -3.8261 -0.8720 0.6900
H9 2.5302 -1.7283 1.2204
C7 -3.2134 -0.3993 -0.2276
N2 -0.0496 1.3947 0.2217
N3 1.7253 -0.3517 -0.0251
H10 3.1186 1.2669 -0.0648

Force components x, y, z for each atom (eV/Å):
H 0.5 -0.4 0.8
C 1.4 -1.5 1.1
C 0.3 0.7 0.1
C 1.4 6.7 1.0
H 0.6 -0.1 0.3
H -0.1 -1.0 -0.6
C 2.1 -2.9 0.0
C -0.5 2.1 0.5
C -1.1 1.7 0.5
N 0.4 -0.5 0.2
H 0.3 -1.2 -1.0
H -0.8 -1.9 -0.8
H -1.4 2.1 -0.1
H -0.3 -1.0 -1.0
H 1.7 1.2 -1.7
H 0.8 -0.4 0.1
C -2.9 0.0 1.8
N -1.5 -4.2 0.0
N -1.3 0.7 -1.0
H 0.6 -0.1 -0.1



C7H10N3O | the ωB97M-V functional and the def2-TZVPD basis

Results
LUMO level in eV: -4.5
Net charge: +1
E in eV: -13930.49700
SMILES: O=C1/[NH+]=C\C/C=C2/CCN1N2
Max |F| in hartree/bohr: 0.017

Geometry (Å):
H1 1.5635 1.4180 -0.4748
H2 0.9639 -1.0291 2.2290
C1 2.0248 -1.0447 0.2865
H3 2.0550 0.3430 1.9934
N1 -0.7761 -0.4985 -2.0673
C2 -1.6492 0.3170 -1.5887
H4 -1.5148 0.0211 1.8043
H5 -2.3639 0.6980 -2.3201
H6 1.9253 -2.1294 0.3208
C3 1.3587 -0.3321 1.4953
H7 -0.8698 -0.7633 -3.0489
C4 -1.9196 0.8145 -0.2333
C5 0.2731 0.4244 0.7788
H8 -2.9666 0.5511 -0.0257
N2 0.7819 0.7643 -0.5274
C6 -1.0432 0.3636 0.8994
C7 0.3335 -1.3004 -1.4362
O1 0.3239 -2.4747 -1.6030
H9 -1.9291 1.9115 -0.3097
N3 1.2681 -0.5194 -0.8702
H10 3.0767 -0.7832 0.1649

Force components x, y, z for each atom (eV/Å):
H 0.0 -0.2 -0.1
H 0.0 0.0 0.0
C 0.3 -0.4 0.2
H 0.0 0.0 0.0
N -0.3 -0.1 -0.2
C -0.2 0.0 -0.6
H 0.0 -0.2 0.1
H 0.1 -0.2 -0.1
H 0.0 0.1 0.0
C -0.1 0.2 0.2
H -0.1 0.1 0.2
C 0.1 0.1 0.6
C -0.1 -0.2 0.3
H 0.1 0.1 -0.2
N 0.0 0.4 0.1
C 0.2 0.3 0.0
C -0.3 0.0 -0.3
O -0.1 -0.1 0.0
H -0.1 -0.1 -0.1
N 0.8 0.4 -0.1
H -0.1 0.0 0.0



C7H10N3O3P | the ωB97M-V functional and the def2-TZVPD basis

Results
LUMO level in eV: 5.7
Net charge: -2
E in eV: -27314.13356
SMILES: [O-]NP1(Cc2ccccc2)(N[O-])NO1
Max |F| in hartree/bohr: 0.086

Geometry (Å):
C1 -2.6132 -1.0186 -0.6513
H1 -4.1948 0.2206 -1.3228
C2 0.4663 -0.1319 1.2219
O1 2.4645 -0.3905 -1.8532
C3 -0.8079 0.0010 0.6765
H2 -2.9488 -1.8409 -1.2057
H3 -0.8769 -1.9667 -0.0146
C4 -1.4868 -1.1376 0.0789
H4 -3.1737 2.2912 -0.4259
P1 1.8316 0.0322 -0.2672
O2 2.6567 -2.0603 1.1668
C5 -2.6495 1.3513 -0.2675
H5 -0.9561 2.0860 0.5760
H6 1.7282 2.0271 -0.9675
H7 0.6220 -1.2118 1.3083
H8 0.8745 0.4598 2.0288
O3 2.0566 2.3163 0.8722
H9 1.7776 -1.9249 -0.9425
N1 2.3233 1.6703 -0.2403
N2 3.1483 -0.8833 0.5703
C6 -3.3140 0.2120 -0.7298
H10 3.2056 -0.2186 1.4970
N3 1.2717 -1.1043 -1.4208
C7 -1.4054 1.2214 0.3125

Force components x, y, z for each atom (eV/Å):
C -1.1 1.8 0.4
H -0.8 0.4 -0.3
C 2.4 -1.3 -0.6
O 0.6 2.3 -0.5
C -3.4 0.5 -2.5
H -0.6 -1.2 -0.7
H 0.8 -2.0 0.2
C 1.4 2.4 0.8
H 0.5 0.2 0.1
P 2.4 -2.6 0.6
O -0.1 -0.9 -0.6
C -1.4 -1.2 -0.7
H 1.8 2.7 0.9
H -0.2 0.7 -1.4
H 0.8 0.1 0.7
H -0.3 0.3 0.0
O -0.3 1.3 2.5
H -1.4 0.3 -0.5
N -0.1 -1.0 -1.3
N -1.3 2.8 3.2
C 1.5 -0.7 0.1
H 0.3 -1.1 -2.7
N -0.2 -2.0 1.6
C -1.3 -1.5 0.6



C7H10N3OS | the ωB97M-V functional and the def2-TZVPD basis

Results
LUMO level in eV: -4.2
Net charge: +1
E in eV: -24763.18631
SMILES: C[C@]1(c2ccco2)N=N[C@@H]([NH3+])S1
Max |F| in hartree/bohr: 0.114

Geometry (Å):
C1 0.0337 -2.4735 -0.2765
H1 -0.7214 -3.2209 0.2259
C2 3.0516 1.1010 -0.1110
H2 1.0060 -2.5889 0.2822
N1 -1.9319 -0.0992 1.3011
H3 1.0137 2.0702 -0.3563
C3 -0.4208 -1.0333 -0.0148
N2 -0.9726 -0.7826 1.2246
H4 -3.3141 2.2880 -0.5091
H5 0.2179 -2.6240 -1.3290
H6 -2.5905 2.0581 1.0715
C4 1.2230 -0.1682 -0.0575
C5 3.3646 -0.1829 0.2021
N3 -2.5525 1.8745 0.0659
C6 -2.5299 0.3960 0.1066
S1 -1.4768 -0.2831 -1.3491
H7 -1.7698 2.3298 -0.3681
C7 1.6348 1.1279 -0.2906
H8 -3.5298 0.0653 -0.0038
H9 3.7902 1.7771 -0.4033
H10 4.2581 -0.6548 0.3186
O1 2.2165 -0.9767 0.2707

Force components x, y, z for each atom (eV/Å):
C -0.8 -1.0 2.6
H 1.3 1.3 -1.4
C -0.6 -2.2 -0.1
H -1.2 -0.2 -0.7
N -3.1 2.7 1.9
H 0.8 -1.5 -0.4
C 4.8 1.1 -3.2
N 2.5 -1.7 1.1
H -0.2 -0.6 1.0
H -0.2 -0.3 -0.2
H -0.3 1.2 0.1
C -3.7 0.1 0.3
C -2.7 1.0 -0.4
N -0.9 0.4 0.3
C 1.7 -1.4 -4.3
S -0.8 0.3 1.9
H 1.4 -0.2 0.1
C -1.4 0.4 0.6
H -1.0 -0.4 0.2
H 0.7 1.3 0.0
H 2.1 -1.4 0.4
O 1.5 0.9 -0.2



C7H10N4O | the ωB97M-V functional and the def2-TZVPD basis

Results
LUMO level in eV: 0.4
Net charge: 0
E in eV: -15421.26764
Max |F| in hartree/bohr: 0.305

Geometry (Å):
C1 -1.0706 0.5091 -0.4126
O1 1.4120 -0.1021 0.0304
H1 -0.1479 -2.9878 0.4679
N1 -0.0162 -1.8904 0.1907
C2 -2.7162 0.9700 -0.3996
H2 -0.3395 1.2631 0.3034
C3 1.1689 -1.3713 -0.1307
H3 -3.8084 -0.1129 0.9805
N2 2.1175 -1.9766 -0.3034
H4 2.8973 2.5450 0.2965
H5 3.4542 1.1195 1.8306
H6 -2.6541 1.7160 0.4050
N3 -2.2736 -1.3384 0.5267
C4 3.4705 1.2749 0.4476
H7 -3.0740 1.6168 -1.3290
H8 -0.4917 0.7004 -1.3718
C5 -3.3545 -0.4351 -0.0534
C6 2.7523 -0.0049 -0.2167
H9 -4.0793 -0.6833 -0.7495
H10 4.6313 1.2823 0.0304
C7 -1.0497 -0.9765 0.0638
N4 3.1716 -1.1179 -0.6068

Force components x, y, z for each atom (eV/Å):
C 1.6 2.4 -0.2
O -0.6 4.0 0.8
H 0.3 4.1 -1.2
N -2.9 -1.2 0.8
C 3.3 -0.1 -1.3
H -2.6 -2.3 -1.5
C -7.9 4.3 3.3
H -0.5 -1.0 -2.1
N 11.7 -9.3 -4.9
H 1.8 -4.5 0.1
H 0.1 0.3 -4.7
H -0.8 -0.6 0.1
N 2.2 0.4 -3.7
C 0.5 1.5 1.1
H 0.9 -2.0 1.6
H -1.1 -0.5 0.7
C 2.1 3.9 6.2
C -0.2 3.9 1.8
H -1.0 -1.6 -1.2
H -3.2 0.1 1.4
C -6.0 -0.3 2.1
N 2.2 -1.3 1.0